(1)
A molecular structure, C23H28NbO13 in a non-equilibrium geometry, computed with ωB97M-V/def2-TZVPD.

Cartesian coordinates (Å):
C (1.6037, -1.5589, -1.5903)
C (1.2185, -3.0327, -1.8111)
C (-0.2704, -3.3493, -1.6891)
O (-0.8067, -3.5046, -2.9934)
C (-2.1918, -3.2086, -3.0610)
Nb (-3.9637, -4.0471, -1.9781)
C (-5.5567, -2.4945, -2.2372)
H (2.4799, -1.4467, -0.9440)
H (1.8295, -1.0507, -2.5324)
H (0.7831, -1.0138, -1.1185)
H (1.7752, -3.6695, -1.1177)
H (1.5111, -3.3508, -2.8189)
H (-0.4570, -4.2622, -1.1091)
H (-0.8162, -2.5463, -1.1752)
H (-2.2994, -2.1063, -2.9881)
H (-2.5247, -3.5134, -4.0745)
H (-4.8522, -5.1685, -3.2055)
H (-2.7850, -5.4228, -1.5366)
H (-3.3383, -3.0780, -0.5062)
H (-4.6294, -4.8552, -0.5028)
H (-5.1367, -1.5594, -2.6370)
H (-6.3598, -2.8319, -2.9040)
H (-6.0061, -2.2635, -1.2620)
C (0.0124, 0.8529, 1.7535)
C (-0.3544, 2.1432, 1.7776)
C (-1.6903, 2.6277, 1.2286)
O (-1.9235, 3.8329, 1.3527)
C (-2.5676, 1.6975, 0.6127)
C (-2.2109, 0.3887, 0.5673)
C (-0.8848, -0.1092, 1.1622)
O (-0.6797, -1.3028, 1.0812)
O (-2.9455, -0.5409, 0.0323)
O (0.4178, 3.1054, 2.2585)
H (0.9557, 0.5093, 2.1532)
H (-3.5049, 2.0482, 0.2049)
H (-2.4930, -1.4167, 0.1123)
H (-0.0853, 3.9340, 2.1571)
C (-1.5634, 4.3956, 6.5622)
C (-1.8426, 5.4728, 7.3103)
C (-2.2760, 6.8080, 6.7038)
O (-2.5051, 7.6933, 7.5175)
C (-2.3745, 6.9294, 5.2827)
C (-2.0957, 5.8521, 4.5180)
C (-1.6810, 4.5072, 5.1277)
O (-1.4641, 3.6019, 4.3456)
O (-2.1474, 5.8781, 3.2089)
O (-1.7813, 5.5164, 8.6306)
H (-1.2589, 3.4481, 6.9834)
H (-2.6678, 7.8780, 4.8559)
H (-1.9410, 4.9994, 2.8121)
H (-2.0486, 6.4331, 8.8634)
C (6.6665, -3.2011, -3.1080)
C (7.5126, -2.2081, -3.4178)
C (7.0642, -0.9350, -4.1383)
O (7.9518, -0.1182, -4.3420)
C (5.6904, -0.7916, -4.5146)
C (4.8352, -1.7861, -4.2055)
C (5.2776, -3.0542, -3.4726)
O (4.4079, -3.8731, -3.2482)
O (3.5566, -1.7607, -4.5063)
O (8.8075, -2.2026, -3.1472)
H (6.9755, -4.1023, -2.5980)
H (5.3756, 0.1040, -5.0309)
H (3.1418, -2.5782, -4.1599)
H (9.1316, -1.3421, -3.4942)

The HOMO energy comes out at -4.649 eV. The multiplicity is 1. Its charge is -1.


(2)
A molecular structure, C23H29AsN9NiOS2 in a non-equilibrium geometry, computed with ωB97M-V/def2-TZVPD.

Cartesian coordinates (Å):
Ni (0.0870, -0.0912, 0.4026)
N (0.0682, 3.1695, -0.9465)
C (-0.6596, 2.9208, 0.1624)
N (-0.7694, 1.7474, 0.7271)
C (-1.5951, 1.7775, 1.8459)
C (-2.0647, 3.0047, 2.1544)
S (-1.5121, 4.1711, 1.0074)
C (-1.9797, 0.4946, 2.4108)
C (-2.8732, 0.2399, 3.3913)
S (-3.2256, -1.4421, 3.4493)
C (-2.1280, -1.6961, 2.1281)
N (-1.5181, -0.6187, 1.7351)
N (-1.9209, -2.9344, 1.5902)
H (0.3112, 2.3780, -1.5227)
H (-0.0687, 4.0444, -1.4236)
H (-2.7264, 3.2918, 2.9532)
H (-3.3784, 0.9270, 4.0485)
H (-2.6345, -3.6202, 1.7739)
H (-1.5971, -2.9165, 0.6343)
N (-0.6719, 1.0514, -3.2520)
C (-1.3482, 0.5765, -2.1625)
O (-0.7640, -0.2857, -1.4410)
C (-2.6305, 1.1267, -1.9156)
C (-3.4835, 0.5652, -0.9489)
N (-4.2066, 0.0957, -0.1809)
C (-3.0469, 2.2756, -2.6158)
N (-3.3240, 3.2590, -3.1561)
H (0.1327, 0.5218, -3.5421)
H (-1.1698, 1.5520, -3.9711)
N (1.7727, -3.9049, 0.2053)
C (1.1439, -2.8887, 0.8266)
N (1.1403, -1.7968, 0.1009)
C (1.8135, -2.1011, -1.0751)
C (2.1269, -1.3121, -2.1788)
C (2.8124, -1.9117, -3.2132)
C (3.1937, -3.2610, -3.1582)
C (2.9112, -4.0482, -2.0616)
C (2.2137, -3.4424, -1.0230)
H (1.8759, -4.8387, 0.5642)
H (0.7021, -2.9801, 1.8059)
H (1.8385, -0.2702, -2.2063)
H (3.0732, -1.3361, -4.0911)
H (3.7222, -3.6924, -3.9970)
H (3.2183, -5.0843, -2.0135)
C (2.9475, 3.2681, 1.1081)
C (2.3483, 2.5345, 2.3053)
As (1.9011, 0.6679, 1.8968)
C (3.6571, -0.1508, 1.5289)
C (4.8361, 0.2977, 2.3860)
C (1.3782, -0.0324, 3.6637)
C (2.1283, 0.4981, 4.8815)
H (3.1870, 4.2978, 1.3724)
H (2.2513, 3.2856, 0.2720)
H (3.8673, 2.7849, 0.7730)
H (1.4305, 3.0230, 2.6404)
H (3.0478, 2.5326, 3.1408)
H (3.8634, 0.0515, 0.4756)
H (3.5119, -1.2295, 1.6160)
H (4.9518, 1.3815, 2.3846)
H (5.7557, -0.1339, 1.9907)
H (4.7337, -0.0339, 3.4174)
H (1.4714, -1.1197, 3.6003)
H (0.3131, 0.1883, 3.7659)
H (3.1933, 0.2784, 4.8347)
H (1.7337, 0.0315, 5.7843)
H (2.0048, 1.5754, 4.9870)

The HOMO energy (alpha / beta) comes out at -10.091 / -10.091 eV. The multiplicity is 1. Its charge is +1. As for the relative energy (zero: lowest compared OMol25 entry of this formula, charge and spin): 16.6 kJ/mol.


(3)
A molecular structure, C23H29BF5MoN4OSiTe in a non-equilibrium geometry, computed with ωB97M-V/def2-TZVPD.

Cartesian coordinates (Å):
Mo (-0.6136, -0.3450, -0.4233)
N (-0.3615, -0.2783, 1.8345)
C (1.0307, -0.1869, 2.2473)
C (1.4268, 0.0567, 3.5273)
C (2.8041, 0.1355, 3.8343)
C (3.7423, -0.0241, 2.8555)
C (3.3469, -0.2751, 1.5195)
C (4.2547, -0.4383, 0.4478)
C (3.7847, -0.6981, -0.8066)
C (2.3995, -0.7856, -1.0130)
N (1.5268, -0.6180, -0.0382)
C (1.9792, -0.3616, 1.2276)
H (-0.8191, -1.0506, 2.3137)
H (-0.8517, 0.5774, 2.0958)
H (0.6896, 0.1965, 4.3086)
H (3.1064, 0.3278, 4.8540)
H (4.7977, 0.0418, 3.0855)
H (5.3178, -0.3501, 0.6350)
H (4.4474, -0.8172, -1.6509)
H (2.0017, -0.9894, -1.9974)
C (-0.1082, 2.5469, -6.0158)
Si (-0.0408, 0.8375, -5.3417)
C (-1.4274, -0.2411, -5.9381)
C (1.6153, 0.0190, -5.5098)
C (-0.3106, 0.7414, -3.4443)
C (-0.4834, 0.1303, -2.3852)
H (0.0252, 2.4948, -7.0995)
H (0.6753, 3.1772, -5.5987)
H (-1.0687, 3.0213, -5.8107)
H (-1.4241, -0.3023, -7.0291)
H (-2.3952, 0.1592, -5.6304)
H (-1.3273, -1.2529, -5.5405)
H (1.8666, -0.0906, -6.5677)
H (1.6061, -0.9760, -5.0608)
H (2.3977, 0.6150, -5.0363)
B (-4.8760, 1.1145, 0.7449)
C (-3.5167, 0.5635, 0.3305)
N (-2.4656, 0.1425, 0.0256)
H (-4.6195, 1.8325, 1.6897)
H (-5.6006, 0.1776, 0.9725)
H (-5.2314, 1.7882, -0.2011)
F (-1.6709, 2.4806, -2.0328)
Te (0.1534, 2.7073, -1.6273)
F (0.3399, 3.5639, -3.2437)
F (1.6021, 3.6293, -0.8826)
F (-0.6267, 4.2407, -0.9102)
F (1.6810, 1.7161, -2.2008)
O (-0.0526, 1.5998, -0.1340)
C (0.9605, -4.0276, 0.0593)
C (-0.2652, -4.3266, -0.7522)
C (-0.5643, -5.6171, -1.1507)
C (-1.7024, -5.8802, -1.9034)
C (-2.5724, -4.8632, -2.2679)
C (-2.3307, -3.5527, -1.8864)
C (-3.2650, -2.4415, -2.2613)
C (-1.1638, -3.3119, -1.1328)
N (-0.9129, -2.0179, -0.7487)
H (1.4607, -4.9497, 0.3468)
H (0.7170, -3.4761, 0.9702)
H (1.6708, -3.4222, -0.5066)
H (0.0992, -6.4253, -0.8714)
H (-1.9142, -6.8968, -2.2081)
H (-3.4554, -5.0886, -2.8514)
H (-4.0204, -2.7980, -2.9577)
H (-2.7366, -1.6073, -2.7258)
H (-3.7767, -2.0471, -1.3814)

The HOMO energy comes out at -12.183 eV. The multiplicity is 1. Its charge is +1. As for the relative energy (zero: lowest compared OMol25 entry of this formula, charge and spin): 144.5 kJ/mol.


(4)
A molecular structure, C23H29BIrN8Si in a non-equilibrium geometry, computed with ωB97M-V/def2-TZVPD.

Cartesian coordinates (Å):
Ir (-1.1634, -0.6713, -0.1607)
B (-4.0221, -0.5584, -2.2254)
N (-3.3739, -1.8802, -1.7309)
C (-3.8743, -3.0718, -2.0051)
C (-3.0870, -4.0670, -1.4095)
C (-2.0900, -3.3902, -0.7681)
N (-2.2634, -2.0495, -0.9763)
N (-3.2512, 0.6981, -1.7328)
C (-3.6354, 1.9378, -2.0031)
C (-2.7515, 2.8474, -1.4150)
C (-1.8177, 2.0700, -0.7806)
N (-2.1271, 0.7650, -0.9943)
H (-4.0895, -0.5559, -3.4253)
H (-5.1564, -0.5037, -1.8348)
H (-4.7643, -3.1650, -2.6067)
H (-3.2326, -5.1323, -1.4461)
H (-1.2665, -3.7705, -0.1902)
H (-4.5168, 2.1191, -2.5967)
H (-2.7929, 3.9217, -1.4485)
H (-0.9519, 2.3550, -0.2012)
C (4.6777, 2.1021, -1.5211)
C (3.9462, 1.9595, -2.8544)
C (2.7541, 2.9108, -2.9338)
C (3.5219, 0.5087, -3.1160)
N (2.5293, 0.0358, -2.1352)
C (1.2116, 0.1094, -2.1779)
N (0.7579, -0.3548, -1.0248)
N (1.8397, -0.7053, -0.2803)
N (2.8964, -0.4711, -0.9417)
H (5.0887, 3.1066, -1.4294)
H (5.5031, 1.3938, -1.4411)
H (4.0052, 1.9389, -0.6760)
H (4.6399, 2.2052, -3.6616)
H (2.0665, 2.7599, -2.0951)
H (2.2031, 2.7942, -3.8706)
H (3.0955, 3.9436, -2.8834)
H (4.3764, -0.1603, -3.0440)
H (3.0708, 0.4134, -4.1025)
H (0.6274, 0.4821, -3.0033)
C (0.8483, -4.4020, 3.3895)
C (0.7582, -4.0469, 2.0504)
C (0.1505, -2.8473, 1.7181)
C (-0.4095, -2.0257, 2.7012)
C (-0.3022, -2.3826, 4.0411)
C (0.3155, -3.5806, 4.3767)
Si (-1.4431, -0.5760, 2.1938)
C (-0.5581, 0.9382, 2.7274)
C (-1.2665, 1.9558, 3.3939)
C (-0.6401, 3.1552, 3.6804)
C (0.6933, 3.3478, 3.3233)
C (1.4053, 2.3506, 2.6682)
C (0.7895, 1.1439, 2.3750)
H (1.3564, -5.3158, 3.6661)
H (1.1600, -4.6942, 1.2812)
H (0.1046, -2.5522, 0.6573)
H (-0.6990, -1.7481, 4.8252)
H (0.3898, -3.8677, 5.4170)
H (-2.7364, -0.6116, 2.9026)
H (-2.3000, 1.8128, 3.6861)
H (-1.1854, 3.9390, 4.1890)
H (1.1847, 4.2785, 3.5754)
H (2.4453, 2.5034, 2.4106)
H (1.3555, 0.3549, 1.8940)

The HOMO energy (alpha / beta) comes out at -14.651 / -14.662 eV. The multiplicity is 2. Its charge is +2. As for the relative energy (zero: lowest compared OMol25 entry of this formula, charge and spin): 254.3 kJ/mol. Its expectation value of S² is 0.755.


(5)
A molecular structure, C23H29BrNORuS4Sb2, computed with ωB97M-V/def2-TZVPD.

Cartesian coordinates (Å):
Ru (-0.6421, -0.0715, -1.1084)
O (1.6338, 1.5819, -7.2946)
C (1.9788, 1.3157, -6.0188)
C (3.1191, 0.5983, -5.6723)
C (3.3733, 0.3820, -4.3316)
N (2.5882, 0.8211, -3.3488)
C (1.5156, 1.4875, -3.7162)
Br (0.3825, 2.0665, -2.2974)
C (1.1425, 1.7805, -5.0103)
H (2.2759, 1.1969, -7.9010)
H (3.7907, 0.2126, -6.4291)
H (4.2521, -0.1753, -4.0266)
H (0.2371, 2.3211, -5.2419)
C (3.3208, -1.2832, -0.7865)
Sb (1.6261, -0.3773, 0.1454)
C (2.5938, 1.3535, 0.9230)
C (1.7504, -1.6497, 1.9016)
C (0.8708, -1.2092, 3.0268)
C (1.3690, -0.3119, 3.9696)
C (0.5723, 0.1880, 4.9876)
C (-0.7477, -0.2224, 5.0850)
C (-1.2508, -1.1277, 4.1645)
C (-0.4670, -1.6260, 3.1261)
C (-1.0795, -2.5515, 2.1272)
Sb (-1.9441, -1.6279, 0.3658)
C (-2.8114, -3.4714, -0.2814)
C (-3.6457, -0.7219, 1.2617)
H (4.0597, -1.5191, -0.0209)
H (3.7356, -0.5813, -1.5053)
H (3.0250, -2.1944, -1.3052)
H (3.4796, 1.0655, 1.4888)
H (1.9042, 1.9079, 1.5566)
H (2.8885, 1.9846, 0.0847)
H (2.8006, -1.6377, 2.1970)
H (1.5181, -2.6588, 1.5617)
H (2.4039, 0.0047, 3.8942)
H (0.9824, 0.8909, 5.7015)
H (-1.3827, 0.1565, 5.8756)
H (-2.2822, -1.4542, 4.2436)
H (-1.9309, -3.0746, 2.5680)
H (-0.3827, -3.3134, 1.7772)
H (-3.3184, -3.9099, 0.5787)
H (-2.0374, -4.1517, -0.6332)
H (-3.5202, -3.2947, -1.0855)
H (-4.3028, -1.4812, 1.6851)
H (-4.1668, -0.1603, 0.4874)
H (-3.3173, -0.0286, 2.0350)
S (0.1493, -1.6345, -2.7030)
S (-1.2763, -2.2944, -3.9538)
S (-3.0681, -1.5250, -3.1898)
S (-2.5597, 0.3022, -2.4596)
C (-2.0826, 3.5911, 1.9222)
C (-2.4571, 3.5501, 0.5877)
C (-2.0585, 2.4964, -0.2262)
C (-1.2565, 1.4360, 0.2341)
C (-0.8964, 1.5217, 1.5882)
C (-1.2977, 2.5621, 2.4187)
H (-2.3982, 4.4068, 2.5607)
H (-3.0726, 4.3396, 0.1715)
H (-2.4040, 2.5169, -1.2542)
H (-0.2923, 0.7460, 2.0411)
H (-0.9902, 2.5561, 3.4583)

The HOMO energy (alpha / beta) comes out at -7.158 / -7.131 eV. The multiplicity is 2. As for the relative energy (zero: lowest compared OMol25 entry of this formula, charge and spin): 9.6 kJ/mol. Its expectation value of S² is 0.760.


(6)
A molecular structure, C23H29Cl5NO2P2Tl in a non-equilibrium geometry, computed with ωB97M-V/def2-TZVPD.

Cartesian coordinates (Å):
C (-0.4778, 3.9633, -2.1929)
C (-0.6193, 2.6720, -1.6054)
N (0.4699, 2.1396, -0.9419)
C (1.3188, 3.0112, -0.3637)
C (1.3203, 4.3685, -0.6856)
C (0.4453, 4.8408, -1.6492)
C (-1.9042, 2.0297, -1.6940)
P (-2.1509, 0.3233, -1.1480)
Tl (0.0488, -0.2866, 0.4419)
P (2.4915, 0.7342, 0.8007)
C (2.2568, 2.5543, 0.7498)
C (-0.0162, -3.3673, -0.7653)
C (-1.0624, -3.9329, -0.0436)
C (-0.9021, -5.1833, 0.5580)
C (0.3301, -5.8573, 0.4575)
C (1.3864, -5.2529, -0.2426)
C (1.2201, -4.0077, -0.8621)
O (0.0544, 0.6254, -5.1991)
O (1.1778, -1.2450, -2.2879)
H (-1.2356, 4.2932, -2.8968)
H (2.0574, 5.0066, -0.1857)
H (0.4794, 5.8897, -1.9453)
C (-3.7609, 0.6667, -0.3754)
C (-2.5809, -0.9345, -2.4594)
H (3.2463, 3.0369, 0.6363)
H (1.8365, 2.8680, 1.7266)
H (-0.8022, 1.0022, -5.6154)
H (-2.2832, 2.1656, -2.7120)
C (3.3268, 0.4941, 2.3885)
C (3.8108, 0.5217, -0.4302)
H (-2.0031, -3.3885, 0.0452)
H (-1.7270, -5.6346, 1.1133)
H (0.4623, -6.8445, 0.9363)
H (2.3479, -5.7731, -0.2930)
H (2.0779, -3.5859, -1.3850)
H (0.5728, -1.2164, -1.4401)
H (0.9406, -2.0452, -2.8002)
H (1.0490, -0.4111, -2.7745)
H (0.8208, 1.2384, -5.2385)
H (-0.2405, -2.3942, -1.2077)
H (-4.4748, 0.8856, -1.1810)
H (-4.1409, -0.1376, 0.2647)
H (-3.6353, 1.5778, 0.2210)
H (-3.4165, -0.5489, -3.0604)
H (-1.7725, -1.2189, -3.1574)
H (-2.9248, -1.8661, -1.9754)
H (4.7228, 1.0331, -0.0897)
H (4.0136, -0.5525, -0.5380)
H (3.5059, 0.9291, -1.4033)
H (4.3136, 0.9818, 2.3778)
H (2.7130, 0.9030, 3.2044)
H (3.4448, -0.5868, 2.5507)
Cl (0.2178, -2.1958, 3.2302)
C (-0.6790, -0.7452, 3.5304)
C (-0.7966, 0.2057, 2.5375)
C (-1.4326, 1.4052, 2.7774)
Cl (-1.4386, 2.6349, 1.5590)
C (-2.0574, 1.6577, 4.0180)
Cl (-2.9021, 3.1203, 4.2812)
C (-1.9718, 0.6808, 5.0407)
Cl (-2.7099, 0.9649, 6.5577)
C (-1.2620, -0.5259, 4.7995)
Cl (-1.0991, -1.6867, 6.0415)

The HOMO energy comes out at -5.772 eV. The multiplicity is 1.


(7)
A molecular structure, C23H29Cl5Pd, computed with ωB97M-V/def2-TZVPD.

Cartesian coordinates (Å):
Pd (-0.9290, -0.3005, -0.9699)
C (1.8485, -0.3165, 0.6164)
C (0.6419, 0.0873, 1.2342)
C (0.1164, 1.1953, 0.4516)
C (1.0427, 1.3721, -0.6306)
C (2.0883, 0.4505, -0.5336)
C (3.1570, 0.1681, -1.5659)
C (2.9880, -1.2602, -2.1069)
C (3.0472, 1.1389, -2.7422)
C (4.5547, 0.3016, -0.9435)
C (-0.8145, 2.3637, 0.8216)
C (-2.1236, 1.9665, 1.5156)
C (-0.0520, 3.3710, 1.7029)
C (-1.2364, 3.1123, -0.4552)
C (0.1401, -0.6286, 2.4976)
C (-1.2368, -1.2935, 2.3114)
C (0.1106, 0.2955, 3.7270)
C (1.0936, -1.7788, 2.8630)
H (2.4069, -1.2053, 0.8773)
H (0.9629, 2.1348, -1.3917)
H (1.9869, -1.3821, -2.5276)
H (3.0942, -1.9918, -1.3019)
H (3.7365, -1.4830, -2.8802)
H (2.0591, 1.0671, -3.2031)
H (3.8059, 0.9093, -3.4999)
H (3.1931, 2.1724, -2.4127)
H (4.6566, -0.3758, -0.0916)
H (4.7097, 1.3197, -0.5756)
H (5.3411, 0.0652, -1.6740)
H (-1.9658, 1.5583, 2.5120)
H (-2.6492, 1.2232, 0.9148)
H (-2.7640, 2.8504, 1.6260)
H (0.2564, 2.9266, 2.6500)
H (-0.6729, 4.2517, 1.9194)
H (0.8525, 3.6999, 1.1822)
H (-1.6862, 2.4172, -1.1635)
H (-0.3849, 3.6008, -0.9377)
H (-1.9655, 3.8905, -0.2022)
H (-2.0392, -0.5735, 2.1690)
H (-1.4802, -1.9078, 3.1899)
H (-1.2201, -1.9214, 1.4203)
H (-0.5970, 1.1138, 3.6186)
H (1.1018, 0.7291, 3.8926)
H (-0.1745, -0.2727, 4.6229)
H (1.1475, -2.5103, 2.0532)
H (0.7202, -2.2849, 3.7595)
H (2.1033, -1.4138, 3.0695)
Cl (-3.9881, 0.6143, -2.0844)
C (-3.5853, -1.1030, -2.1390)
C (-2.2767, -1.4921, -1.7849)
C (-2.0868, -2.8885, -1.9231)
Cl (-0.4844, -3.5376, -1.6070)
C (-3.0641, -3.7934, -2.3052)
Cl (-2.7402, -5.5034, -2.4312)
C (-4.3473, -3.3366, -2.6059)
Cl (-5.6020, -4.4481, -3.0728)
C (-4.5996, -1.9699, -2.5286)
Cl (-6.1972, -1.3940, -2.9268)

The HOMO energy comes out at 0.281 eV. The multiplicity is 1. Its charge is -2.


> multiplicity of number 5 (C23H29BrNORuS4Sb2)?

2


> Which value of multiplicity does entry 5 give?

2